C5H12NO2 | wB97M-V/def2-TZVPD

Summary:
E_HOMO: -13.9 eV
ΔE to the lowest compared entry with this formula, charge and spin: 203.0 kJ/mol
M: 118.16 g/mol
total charge: +1

Bonds (Å) are listed after each position.
Element x y z (Å)
1 O 2.462 -0.822 -0.833  C2 1.195
2 C 2.149 0.299 -0.562  O1 1.195, C3 1.544, H8 1.099
3 C 1.139 1.050 -1.457  C2 1.544, C4 1.560, N7 1.477, H9 1.086
4 C 0.093 1.606 -0.442  C3 1.560, C5 1.550, H10 1.089, H11 1.088
5 C -0.310 0.520 0.589  C4 1.550, C6 1.323, H12 1.081
6 C -1.236 -0.404 0.386  C5 1.323, H13 1.090, H14 1.085
7 N 0.492 0.043 -2.324  C3 1.477, H15 1.029, H16 1.018, H17 1.028
8 H 2.439 0.876 0.328  C2 1.099
9 H 1.631 1.869 -1.973  C3 1.086
10 H -0.818 2.034 -0.857  C4 1.089
11 H 0.510 2.401 0.173  C4 1.088
12 H 0.043 0.734 1.587  C5 1.081
13 H -1.671 -0.729 -0.558  C6 1.090
14 H -1.662 -0.983 1.198  C6 1.085
15 H 1.147 -0.697 -2.610  N7 1.029
16 H -0.030 0.505 -3.066  N7 1.018
17 H -0.170 -0.473 -1.732  N7 1.028
18 H -1.507 -2.948 4.459  O20 0.965
19 H -2.591 -2.648 3.480  O20 0.970
20 O -2.110 -2.235 4.214  H18 0.965, H19 0.970

For reference, the natural (NBO) charges in units of e are: O -0.488; C 0.442; C -0.170; C -0.474; C -0.228; C -0.361; N -0.684; H 0.164; H 0.262; H 0.251; H 0.260; H 0.236; H 0.173; H 0.240; H 0.471; H 0.452; H 0.453; H 0.471; H 0.462; O -0.932